Below is a structure of composition C4H4BiO5 in a non-equilibrium geometry, with properties calculated with wB97M-V/def2-TZVPD.

The energy comes out at -745.5170 a.u. Its HOMO energy (alpha / beta) is -8.118 / -9.428 eV. The expectation value of S² is 0.754. As for the multiplicity: 2. For the molar mass, the calculation gives 341.1 g mol⁻¹.

```
14
Properties=species:S:1:pos:R:3:forces:R:3:nbo_charge:R:1
O -0.17259 0.73072 -0.01422 -0.37 0.11 -0.10 -0.80
H 3.30578 -0.93054 0.79760 -0.24 0.15 -0.07 0.19
O -0.72020 -1.46391 0.14747 0.22 -1.65 0.45 -0.81
O 1.46405 -0.89767 -0.08816 -0.59 -0.29 -0.35 -0.53
C 2.44830 -0.25374 0.68831 0.24 0.19 0.09 -0.10
C 1.73916 0.03298 2.03105 0.26 0.20 0.07 -0.10
O 0.43679 -0.47229 1.84321 -0.83 -0.26 -0.31 -0.53
C 0.18323 -0.55228 0.44048 3.46 1.86 0.99 0.93
H 2.78321 0.67815 0.20647 -0.10 -0.25 0.10 0.17
H 1.71674 1.11175 2.25190 -0.04 -0.29 -0.08 0.18
H 2.20190 -0.49320 2.87641 -0.19 0.10 -0.21 0.19
Bi -2.15593 -0.43020 -0.76973 -2.41 -0.04 -0.80 1.23
C -0.96932 1.21019 -1.66585 -0.03 6.08 -1.76 0.45
O -0.93393 2.36615 -2.02081 0.63 -5.91 1.98 -0.46
```
Positions in Å, forces in eV/Å.